52
Properties=species:S:1:pos:R:3:forces:R:3 method="wB97M-V/def2-TZVPD" total_charge=+2 homo_lumo_gap_ev="5.6 / 4.5" homo_ev="-13.58 / -13.36"
Ga -1.23964 0.21447 1.13993 0.590 0.389 -0.352
Br 0.30012 2.29078 2.79792 0.036 -0.058 -0.070
C 1.99792 1.84362 1.99337 -0.042 0.087 0.032
Br 1.78786 0.49868 0.62214 0.074 -0.032 0.084
H 2.64478 1.44647 2.76340 0.002 -0.030 0.013
H 2.40537 2.73683 1.53952 -0.001 0.004 -0.039
N 0.97607 -5.11281 6.80397 -0.081 0.088 -0.028
C 0.27720 -4.29133 6.00262 0.051 -0.074 0.005
C -0.96481 -4.69863 5.46647 -0.031 -0.034 -0.012
C -1.63413 -3.90137 4.57624 -0.016 0.019 0.062
C -1.08764 -2.66075 4.22508 -0.009 0.162 -0.171
C 0.11631 -2.21002 4.78665 -0.044 -0.031 0.062
C 0.78052 -3.00976 5.67468 0.041 0.041 -0.010
S -1.82586 -1.75389 2.98585 0.005 -0.404 0.637
O -3.09225 -2.28114 2.59104 0.091 -0.098 0.010
O -1.72057 -0.30471 3.21476 0.021 -0.131 -0.130
N -0.77882 -1.80171 1.64828 -0.614 0.362 -0.762
C -0.81280 -2.77473 0.76104 0.015 -0.113 0.394
S -1.40118 -4.41590 1.08406 0.060 0.106 -0.180
C -0.97755 -4.82726 -0.49016 -0.068 -0.140 0.142
C -0.45231 -3.72058 -1.18298 0.066 0.126 -0.016
N -0.35912 -2.59663 -0.49526 0.141 -0.074 0.003
H 0.62899 -6.02652 7.03726 0.014 0.014 0.046
H 1.86289 -4.83621 7.18677 -0.020 -0.014 0.035
H -1.38966 -5.64782 5.76643 0.023 -0.008 -0.024
H -2.58498 -4.21030 4.16101 0.013 -0.012 0.024
H 0.50316 -1.23202 4.52869 0.015 -0.014 0.029
H 1.69765 -2.66507 6.13459 0.013 -0.025 -0.030
H -1.11053 -5.83670 -0.85160 0.025 0.054 -0.097
H -0.12504 -3.74536 -2.21349 -0.032 -0.100 0.002
C -3.12069 0.67729 -3.99277 0.291 0.070 0.228
N -3.39107 1.61876 -2.91697 -0.490 0.094 -0.050
C -2.77845 2.90661 -3.22074 0.230 -0.250 0.119
N -1.33145 2.77346 -3.41215 0.014 0.307 -0.203
C -1.06672 1.80836 -4.47609 -0.038 -0.072 0.246
N -1.67736 0.50816 -4.19111 -0.058 -0.107 -0.399
C -1.01715 -0.21853 -3.15110 0.369 0.055 0.377
P -1.11728 0.79648 -1.54129 -1.009 0.212 -0.206
C -2.97110 1.10842 -1.62903 0.206 -0.065 0.067
C -0.60274 2.49600 -2.20343 0.244 -0.352 0.235
H -3.54988 1.06311 -4.91605 -0.009 -0.010 -0.015
H -3.57764 -0.28619 -3.76573 0.009 -0.018 -0.012
H -2.98015 3.60989 -2.41284 0.013 0.019 -0.002
H -3.21238 3.29425 -4.14108 -0.006 0.012 -0.007
H 0.00915 1.68769 -4.60462 0.005 0.003 -0.021
H -1.49179 2.19089 -5.40269 0.000 0.003 -0.020
H 0.03759 -0.36777 -3.38465 -0.008 -0.037 -0.047
H -1.48257 -1.18875 -2.97812 -0.042 0.011 0.006
H -3.23931 1.82431 -0.84899 -0.015 -0.009 0.033
H -3.49125 0.17066 -1.41713 -0.031 0.001 0.026
H 0.47055 2.47314 -2.39586 0.008 0.057 -0.013
H -0.80269 3.24908 -1.44056 -0.021 0.012 0.004